Entry from the Open Molecules 2025 dataset: a 9-piece molecular cluster, C62H133N7O12 overall (ωB97M-V/def2-TZVPD).

XYZ file:
```
214
Properties=species:S:1:pos:R:3:forces:R:3:mulliken_charge:R:1
C 0.27640 -1.67965 -0.00766 0.05 2.44 -0.99 -0.008
C 0.61361 -1.02702 1.16795 0.60 -3.14 1.58 0.327
C 1.64565 0.18968 1.17642 1.06 2.41 3.54 -0.105
O 2.04243 0.79468 2.24418 -1.77 -1.95 0.03 -0.869
C 2.18578 0.75676 0.04171 -2.15 -2.97 -0.94 -0.117
C 1.65703 0.21928 -1.15127 -0.84 -0.52 3.58 -0.434
C 0.56124 -1.02865 -1.19016 2.32 0.73 2.17 -0.017
O 0.17150 -1.50467 -2.22946 -0.85 -0.08 -3.94 -1.445
O 1.98860 0.79851 -2.14128 0.22 1.72 -6.18 -0.241
O 0.27493 -1.73739 2.17105 0.35 2.60 1.21 -0.850
H -0.32355 -2.57641 -0.05534 0.06 -0.05 0.33 0.430
H 2.98835 1.47799 0.08770 -0.14 -0.10 -0.12 0.225
C -3.31133 -1.05507 -5.94769 0.08 0.20 -0.51 -0.826
O -1.90928 -0.70731 -5.86290 -0.55 1.27 1.12 -0.303
C -1.65661 0.44639 -5.00454 -0.32 0.17 -0.79 -0.547
C -0.13829 0.72423 -4.82637 0.68 -3.23 -1.02 -0.019
N 0.53090 -0.70427 -4.74112 0.57 1.02 -0.35 1.727
H 0.47210 -0.99546 -3.77579 0.09 -0.67 1.57 -0.356
H -0.02322 -1.32569 -5.31286 -0.94 -0.19 -0.20 0.699
C 1.92692 -1.02493 -5.31010 -0.45 0.57 1.18 0.444
C 1.83292 -1.19707 -6.81796 1.79 -0.76 1.25 -0.933
O 0.71465 -1.95348 -7.14372 -0.14 1.37 0.17 -0.128
C 0.49640 -1.87123 -8.53375 -1.59 -2.03 -0.25 -1.020
H -3.90802 -0.29782 -6.45625 0.25 0.41 -0.03 0.356
H -3.80728 -1.24105 -4.99505 0.44 -0.02 0.40 0.203
H -3.43146 -1.94524 -6.56516 0.49 -0.05 0.14 0.318
H -2.22265 0.40228 -4.07407 0.65 -1.18 0.83 0.171
H -2.17245 1.35953 -5.30149 0.28 0.28 -1.38 0.639
H 0.05252 1.34316 -3.94966 0.31 -0.43 0.00 -0.589
H 0.50748 0.95409 -5.67387 -1.18 1.63 -0.48 0.561
H 2.25245 -1.88367 -4.72299 -0.14 -0.57 -0.45 -0.488
H 2.65347 -0.27232 -5.00384 -0.21 0.34 -0.22 -0.017
H 2.63622 -1.84437 -7.16982 0.91 0.50 0.33 0.632
H 2.00140 -0.21156 -7.25212 -0.86 0.11 -0.70 0.472
H -0.17904 -1.05568 -8.79211 0.30 0.16 -0.12 0.261
H -0.01196 -2.82807 -8.65258 -0.53 0.19 -0.84 0.317
H 1.36264 -1.97768 -9.18674 0.42 0.58 0.39 0.389
C 0.22684 4.01006 0.21330 0.22 0.48 0.48 -0.398
O 1.07325 4.60670 -0.77195 -0.65 -0.89 -0.66 -0.354
C 0.67398 4.25050 -2.08283 1.21 0.08 -0.51 0.571
C 1.83840 4.40463 -3.07278 1.26 -0.58 0.61 -1.181
N 3.05690 3.43954 -2.79354 -0.93 1.91 1.74 0.703
H 2.64258 2.55811 -2.52611 -0.14 -1.84 -0.16 -0.558
H 3.59830 3.40466 -3.64545 0.34 -0.36 -0.10 0.493
C 3.91582 3.83090 -1.53542 0.02 -0.75 -1.12 0.206
C 5.19724 3.01756 -1.36627 0.19 -2.25 -1.22 -1.016
O 5.11849 1.59478 -1.23611 -1.38 1.21 1.27 -0.358
C 5.03855 0.84131 -2.42318 1.82 0.64 -0.53 -0.527
H 0.28930 4.74919 1.01197 -0.41 -0.44 0.39 0.485
H 0.52782 3.01192 0.53145 0.74 -0.04 0.04 0.163
H -0.80658 3.84761 -0.09290 -0.14 0.69 -0.35 -0.120
H -0.15099 4.87326 -2.42878 -0.04 0.28 -0.07 0.590
H 0.33671 3.21920 -2.18661 0.02 -0.37 0.46 -0.527
H 2.34408 5.37022 -3.07324 -0.63 0.24 -0.12 0.428
H 1.47131 4.12022 -4.05891 0.15 0.24 -0.06 0.470
H 3.23020 3.69804 -0.69853 0.14 0.46 -0.11 -0.010
H 4.31536 4.82595 -1.73127 -0.66 0.36 0.33 0.707
H 5.73381 3.37184 -0.48611 -0.11 0.20 -0.09 0.097
H 5.81214 3.10543 -2.26197 0.37 0.93 -0.11 0.552
H 4.24933 1.08115 -3.13571 -0.87 -0.50 0.65 0.003
H 5.18359 -0.19245 -2.10948 -0.55 0.18 -0.41 0.227
H 5.90549 1.12676 -3.01903 0.65 -0.27 -0.15 0.611
C 3.37874 -4.94620 -9.02965 0.29 -0.83 -0.18 -0.789
O 2.87371 -5.76793 -7.97486 -1.38 0.40 -0.74 -0.335
C 3.81592 -6.32215 -7.09678 -1.18 -0.18 0.37 -0.418
C 3.00767 -7.21951 -6.03403 1.83 1.26 -0.75 -0.810
N 2.33449 -6.36289 -5.03429 -1.40 1.80 -0.84 -0.016
H 1.86129 -6.79301 -4.25251 -0.01 -1.10 0.16 0.443
H 2.96807 -5.70778 -4.59898 1.46 0.87 0.27 0.281
C 1.25204 -5.39332 -5.55332 -0.74 -2.13 1.32 -0.626
C 0.49144 -4.93664 -4.31838 -0.47 1.64 1.35 -0.117
O 0.03450 -5.86930 -3.30425 1.41 -1.64 -1.94 -0.538
C -0.66706 -5.32881 -2.23852 0.41 1.19 0.58 -0.464
H 4.16062 -4.25058 -8.72489 0.10 -0.03 0.35 0.353
H 2.58500 -4.37429 -9.51027 -0.29 -0.17 0.41 0.200
H 3.77515 -5.61205 -9.79621 0.27 0.11 -0.16 0.358
H 4.31208 -5.42905 -6.71691 0.60 -0.55 1.11 0.372
H 4.51379 -6.98188 -7.61239 0.14 -0.10 0.00 0.439
H 3.77041 -7.77365 -5.48699 -0.19 -0.26 -0.05 0.451
H 2.29207 -7.88258 -6.52019 0.08 0.18 0.01 0.379
H 0.55407 -5.99306 -6.13749 0.41 0.11 -0.56 0.723
H 1.68391 -4.53338 -6.06528 0.00 -0.34 0.06 0.260
H -0.38217 -4.39954 -4.68774 -0.11 0.27 -0.06 0.444
H 1.14725 -4.23865 -3.79796 0.02 0.37 0.09 -0.251
H -0.59052 -5.89900 -1.31270 -0.21 -1.00 -0.52 0.423
H -1.69943 -5.14605 -2.53667 -0.20 0.16 0.26 0.310
H -0.17026 -4.42823 -1.87762 -0.21 0.77 -0.42 -0.019
C -5.07758 4.43765 4.06295 0.02 -1.74 0.18 -1.406
C -4.67122 3.09990 3.30001 0.04 1.97 0.07 -0.152
C -4.75121 3.36731 1.78060 0.74 -0.71 0.09 -0.536
N -4.93583 2.13031 0.87219 0.75 -1.43 -0.20 0.338
C -3.89168 1.02204 1.32744 0.06 0.03 -1.07 -0.510
C -2.43614 1.21669 0.81614 -0.61 1.26 0.31 0.312
C -2.26525 1.59492 -0.68524 -1.90 -0.05 0.38 0.444
C -3.26042 2.75316 -1.10355 0.91 -0.96 1.21 -0.797
C -4.69859 2.50907 -0.62465 0.33 0.20 0.73 -0.843
C -6.39530 1.61798 0.99019 1.60 1.05 0.86 -0.921
H -6.03753 4.69710 3.61654 0.09 0.72 0.50 0.402
H -4.35656 5.24321 4.20201 0.05 0.03 -1.09 0.336
H -5.19303 4.13233 5.10293 -0.60 -0.04 0.03 0.408
H -5.40801 2.37329 3.64248 0.27 -0.24 -0.09 0.340
H -3.65390 2.87194 3.61811 -0.11 -0.57 -0.15 0.014
H -3.79739 3.77193 1.44206 -0.10 0.26 0.05 0.243
H -5.53450 4.10376 1.60111 -0.15 -0.31 -0.45 0.607
H -3.89096 0.90202 2.41082 -0.18 0.63 -0.03 0.644
H -4.16106 0.02204 0.98757 -0.89 0.35 -0.53 -0.649
H -2.02322 2.01666 1.43068 0.39 0.14 0.02 0.026
H -1.95117 0.29804 1.14626 0.40 -0.04 -0.44 0.061
H -1.23911 1.83674 -0.96215 -0.05 -0.15 0.24 -0.661
H -2.59978 0.75264 -1.29083 0.35 -0.35 -0.05 0.338
H -2.89607 3.71791 -0.75055 -0.04 0.09 -0.07 0.363
H -3.27823 2.75516 -2.19341 -0.19 0.31 0.02 0.533
H -5.24905 3.44706 -0.69713 -0.32 -0.25 -0.45 0.396
H -5.11593 1.70507 -1.23088 -0.36 0.09 0.24 0.431
H -6.51695 1.63532 2.07324 -0.64 -0.34 -0.18 0.406
H -6.54375 0.62123 0.57478 0.26 0.26 -0.12 0.280
H -7.00984 2.39236 0.53108 -0.14 -0.30 -0.02 0.382
C 6.89635 8.58970 4.71011 0.29 -0.28 1.01 -1.410
C 6.33011 7.95987 3.48369 -1.53 -0.74 -1.88 -0.282
C 5.04899 7.12144 3.76588 -1.61 1.24 0.68 -0.846
N 4.17649 6.60396 2.59876 0.82 -1.57 -1.28 0.175
C 5.14830 5.98768 1.58477 -0.43 -0.92 -0.11 -1.092
C 5.87318 4.70162 2.13411 -0.65 0.08 -1.21 -1.054
C 4.88190 3.61159 2.56261 -1.60 0.89 1.69 -0.083
C 3.87310 4.27073 3.59954 1.18 -1.80 -0.21 -0.458
C 3.16510 5.47974 3.07150 1.35 1.26 0.67 -0.463
C 3.41999 7.70305 1.81242 0.98 -0.28 1.88 -0.777
H 6.24495 9.28884 5.23450 0.00 0.36 -0.51 0.361
H 7.87194 9.01556 4.47568 -0.21 0.27 0.16 0.367
H 7.06356 7.83261 5.47624 0.27 -0.27 -0.05 0.368
H 7.08147 7.42652 2.90137 0.17 -0.59 0.55 0.385
H 6.02044 8.67007 2.71699 -0.05 0.70 0.24 0.338
H 4.28204 7.76560 4.19592 0.39 0.63 0.50 0.506
H 5.14581 6.38029 4.55924 0.36 -0.51 -0.65 0.438
H 5.79893 6.77960 1.21374 0.30 -0.07 0.56 0.509
H 4.48848 5.84009 0.72981 0.10 -0.85 -0.17 0.710
H 6.60572 4.98353 2.89042 -0.46 0.01 0.54 0.430
H 6.53687 4.22585 1.41212 -0.09 0.54 -0.65 0.640
H 5.38516 2.72648 2.95175 0.11 0.30 0.42 0.550
H 4.16233 3.16056 1.87930 0.54 0.37 -1.20 -0.342
H 4.39509 4.37957 4.55020 -0.07 0.66 0.03 0.381
H 3.06763 3.58084 3.85125 -0.03 -0.33 -0.20 0.212
H 2.61227 5.88466 3.91917 -0.20 0.49 -0.28 0.418
H 2.48230 5.23746 2.25714 0.28 0.21 -0.21 0.066
H 2.65710 7.30915 1.14089 0.37 -0.34 0.07 0.197
H 4.20588 8.25754 1.29957 -0.43 0.20 -0.07 0.435
H 2.94816 8.29781 2.59455 -0.07 0.28 -0.32 0.378
C -3.65211 -2.45037 -0.55537 -0.97 1.22 -2.49 -1.498
C -3.75509 -3.45008 0.49870 -0.40 -0.53 1.88 0.327
C -5.18208 -3.63435 1.07411 0.18 -1.25 -0.42 -0.585
N -5.26271 -4.59687 2.26185 0.40 -1.52 2.55 0.308
C -6.70560 -4.64401 2.89744 0.65 1.29 -1.81 -0.565
C -7.68541 -5.22420 1.90147 -0.71 -0.06 0.70 -0.444
C -7.22578 -6.56946 1.47090 -0.47 -0.92 -0.15 -0.869
C -5.81244 -6.59219 0.85660 -0.90 -1.44 1.65 -0.541
C -4.80304 -6.06665 1.95773 -0.58 0.87 -2.53 -0.603
C -4.36271 -4.12659 3.36575 -0.03 1.32 -0.20 -1.702
H -4.13153 -1.48514 -0.39224 0.29 0.25 0.67 0.050
H -4.23773 -2.76970 -1.41744 0.20 -0.29 -0.41 0.583
H -2.62245 -2.31250 -0.88535 -0.01 0.12 0.08 0.189
H -3.09949 -3.08192 1.28784 0.22 -0.55 0.22 0.034
H -3.37845 -4.36789 0.04719 0.03 -0.27 0.56 0.340
H -5.83483 -4.09939 0.33536 0.09 0.24 -0.12 0.393
H -5.65674 -2.69675 1.36343 0.18 0.01 0.31 0.193
H -6.90478 -3.59059 3.09425 -0.13 0.01 0.21 0.415
H -6.69226 -5.18327 3.84461 0.36 -0.21 -0.27 0.376
H -7.96308 -4.66034 1.01093 0.40 0.70 0.27 0.246
H -8.61053 -5.35098 2.46380 -0.21 0.12 -0.05 0.399
H -7.96659 -6.99224 0.79226 0.20 0.14 -0.46 0.425
H -7.34334 -7.25755 2.30805 0.64 -0.10 0.29 0.334
H -5.89503 -6.17299 -0.14617 0.85 0.64 0.24 0.274
H -5.74679 -7.66368 0.66769 1.07 -0.03 0.06 0.411
H -3.74908 -6.01916 1.68382 -0.10 0.37 -0.74 0.483
H -4.68631 -6.67891 2.85193 -1.20 0.24 0.31 0.457
H -3.33160 -4.17077 3.01511 -0.11 -0.02 0.30 0.575
H -4.48621 -4.56253 4.35711 -0.20 -0.93 -0.52 0.484
H -4.66453 -3.09717 3.55894 0.33 0.33 -0.22 0.512
C 2.40976 1.35063 6.10933 -0.18 0.94 1.04 -1.471
C 0.88269 1.35858 6.32505 -0.46 -1.03 -0.42 -0.645
C 0.42027 -0.04581 5.96568 -1.24 -0.92 -0.44 -0.525
N -1.16927 -0.36345 6.03287 -1.19 0.77 -0.66 0.497
C -1.72220 -0.87911 7.40885 1.15 0.32 -0.71 -0.540
C -1.00711 -2.14793 7.75479 -0.71 -0.53 0.12 -0.674
C -1.16112 -3.19451 6.64756 0.21 -0.64 0.59 -0.689
C -0.77066 -2.74201 5.27797 -0.39 1.09 -0.25 -0.554
C -1.56598 -1.41956 4.94648 1.83 -1.39 0.12 -0.091
C -1.87967 0.99349 5.79354 1.30 -1.70 0.53 -1.388
H 2.75008 0.99005 5.13863 -0.42 0.16 -0.15 0.347
H 2.97022 0.81240 6.87372 -0.29 -0.22 0.08 0.474
H 2.67119 2.39657 6.26991 0.53 0.02 -0.35 0.397
H 0.41814 2.11063 5.68728 0.22 -0.12 -0.32 0.377
H 0.50849 1.61197 7.31695 0.74 0.05 0.40 0.426
H 0.92475 -0.80611 6.56195 -0.21 0.19 0.15 0.421
H 0.67105 -0.27567 4.93012 -0.08 0.12 -0.20 0.266
H -1.52219 -0.14497 8.18932 0.09 0.35 -0.32 0.369
H -2.80287 -1.01800 7.37772 0.00 0.13 -0.64 0.441
H -0.00218 -1.85748 8.06114 0.12 -0.68 -0.05 0.346
H -1.56055 -2.54701 8.60482 0.44 0.03 0.41 0.427
H -0.70490 -4.15249 6.89700 0.45 0.20 0.21 0.441
H -2.21292 -3.47593 6.59634 -0.39 0.20 0.11 0.187
H 0.28658 -2.52227 5.12945 0.06 -0.02 0.25 0.269
H -0.94569 -3.55881 4.57777 -0.38 0.35 -0.36 0.573
H -1.23331 -1.21437 3.92897 0.32 1.11 0.09 -0.383
H -2.63629 -1.61436 4.87883 -0.18 0.41 0.79 0.423
H -1.49885 1.54596 6.65252 -0.73 0.50 -0.25 0.563
H -2.95355 0.80915 5.82360 0.13 0.25 -0.12 0.467
H -1.47816 1.41422 4.87166 -0.40 -0.05 -0.03 0.323
C 3.91375 -2.55782 -2.57749 0.24 0.68 0.15 0.642
C 4.61813 -3.23716 -3.71636 0.95 -2.46 -1.21 0.071
O 3.80080 -3.84211 -4.52141 -0.52 -0.01 -0.28 -0.635
O 5.86084 -3.32043 -3.80700 -1.60 0.94 0.51 -0.751
H 4.42631 -2.81586 -1.65078 -0.12 0.32 0.10 0.687
H 2.85059 -2.79515 -2.53901 0.09 -0.21 0.08 -0.337
H 3.98661 -1.49225 -2.79510 -0.06 0.07 0.44 -0.812
```
Forces are in eV/Å.

Values from the calculation:
HOMO energy: -12.94 eV
Kohn-Sham gap: 5.54 eV
Calculated total energy: -101407.4778 eV
Net charge: +4
Largest force on an atom: 0.12478 Eh/bohr
Spin multiplicity: 1